2 unconnected molecules or ions with the total composition C30H49BN2O8. Source: the Open Molecules 2025 dataset; level of theory: ωB97M-V with the def2-TZVPD basis set.

Output
Gap between HOMO and LUMO in eV: 9.10
ΔE to the lowest compared entry with this formula, charge and spin in kcal/mol: 0.0
2S+1: 1
HOMO energy in eV: -9.1

```
90
Properties=species:S:1:pos:R:3:forces:R:3:lowdin_charge:R:1
C 3.36205 -5.12107 2.96964 0.06 0.07 -0.09 -0.114
O 3.58563 -5.95950 1.85724 0.01 -0.05 0.01 -0.186
C 2.94791 -5.52886 0.66693 0.19 -0.12 0.18 -0.235
C 3.86781 -4.65595 -0.17449 0.01 -0.01 -0.24 -0.149
C 3.08300 -3.89935 -1.26732 -0.10 -0.13 0.07 -0.108
C 3.08675 -2.40033 -1.12730 -0.24 0.03 0.07 -0.075
C 1.91487 -1.64146 -1.00387 0.04 0.24 0.21 -0.086
C 0.56894 -2.34612 -1.02407 0.14 -0.07 0.01 -0.117
C 0.05820 -2.83415 -2.39826 -0.39 -0.21 0.00 -0.080
C 0.29461 -1.81550 -3.49430 -0.23 0.04 -0.28 -0.507
N -0.84376 -1.19142 -4.06164 -0.15 -0.37 0.53 0.138
O 1.40267 -1.53822 -3.86697 0.33 0.24 0.11 0.108
C 1.97957 -0.23662 -0.83289 0.24 -0.18 -0.06 -0.076
C 0.66438 0.50623 -0.81526 -0.01 -0.04 -0.14 -0.149
C -0.05268 0.53555 0.53509 -0.11 -0.09 -0.39 -0.171
C -1.43245 1.18328 0.38736 0.12 -0.30 -0.06 -0.178
C -2.52662 0.50561 1.22778 -0.26 0.75 0.00 -0.166
C -3.52294 -0.19899 0.34122 0.03 -0.28 0.18 -0.179
O -2.85035 -1.34166 -0.23006 -0.04 0.13 -0.02 -0.043
C -3.64655 -2.27102 -0.84104 0.00 0.04 0.03 -0.527
C -4.34178 -3.21276 0.09647 -0.06 0.10 -0.01 0.027
O -3.68639 -2.35286 -2.03325 0.11 -0.04 -0.20 0.130
C 3.21733 0.45647 -0.74245 -0.03 -0.15 -0.30 0.071
B 3.29017 2.02544 -0.50305 -0.22 0.19 -0.23 -0.565
O 2.23019 2.70758 0.10397 0.50 0.04 0.41 0.139
O 4.35561 2.77220 -0.90770 0.07 -0.60 0.17 0.033
C 5.07139 3.40674 0.15126 -0.09 0.43 -0.18 -0.068
C 4.36594 -0.33558 -0.90568 -0.17 0.17 0.04 0.008
C 4.28264 -1.70505 -1.10382 -0.08 0.19 -0.04 -0.030
C 5.64537 -2.25041 -1.30040 0.19 0.12 -0.20 -0.360
O 5.97587 -3.35772 -1.63625 0.13 -0.32 0.17 0.134
N 6.53398 -1.20215 -1.08654 -0.51 0.05 0.52 -0.001
C 7.84306 -1.43542 -0.51101 0.39 -0.07 -0.52 -0.004
C 5.84215 0.00819 -0.89283 0.11 -0.35 -0.38 -0.313
O 6.41780 1.05362 -0.80223 0.08 0.30 0.50 0.140
H 3.13496 -4.09566 2.66359 -0.01 0.05 -0.01 0.084
H 2.53721 -5.50072 3.57825 -0.07 0.03 0.02 0.085
H 4.26503 -5.09254 3.57683 0.04 -0.08 0.04 0.086
H 2.69865 -6.43875 0.11879 -0.15 0.03 -0.07 0.128
H 2.01492 -5.00507 0.90537 -0.06 0.03 0.02 0.113
H 4.61889 -5.28788 -0.64115 0.11 0.01 0.10 0.114
H 4.40732 -3.96821 0.47730 -0.06 0.05 0.05 0.115
H 2.06201 -4.26768 -1.21449 -0.11 0.05 -0.20 0.081
H 3.44163 -4.14930 -2.26577 0.16 -0.04 0.02 0.136
H -0.21404 -1.73642 -0.58894 0.08 0.06 -0.02 0.077
H 0.64464 -3.21282 -0.36706 -0.09 -0.08 0.00 0.112
H -1.01452 -3.00294 -2.29579 -0.01 -0.13 0.01 0.096
H 0.50554 -3.78906 -2.66989 0.25 0.09 -0.11 0.117
H -0.94842 -0.23848 -3.73365 0.21 0.18 -0.47 0.092
H -1.69097 -1.69383 -3.82558 -0.10 0.14 0.18 0.066
H -0.00869 -0.00501 -1.50672 -0.02 0.05 -0.05 0.097
H 0.77279 1.51106 -1.20828 0.08 0.11 0.08 0.120
H 0.55348 1.03166 1.29052 0.02 0.00 0.08 0.111
H -0.19392 -0.49940 0.84989 0.08 0.03 0.24 0.102
H -1.38347 2.25735 0.56304 0.01 0.02 0.14 0.114
H -1.72815 1.06908 -0.65858 0.03 0.11 -0.07 0.107
H -3.07656 1.26267 1.79310 -0.04 -0.06 0.06 0.106
H -2.10748 -0.18868 1.95486 0.00 -0.10 0.00 0.120
H -4.41628 -0.51098 0.88895 0.06 -0.14 0.08 0.121
H -3.84852 0.45942 -0.46764 0.00 0.01 -0.07 0.129
H -3.59826 -3.91249 0.47832 0.02 -0.04 0.00 0.098
H -4.75987 -2.68477 0.95023 -0.02 0.00 0.04 0.079
H -5.11758 -3.75030 -0.43693 -0.02 -0.08 0.01 0.091
H 2.16960 2.56749 1.05217 -0.30 -0.11 -0.01 0.105
H 6.05594 3.66436 -0.22356 0.03 0.01 -0.05 0.090
H 4.55370 4.30904 0.48031 -0.03 0.03 0.02 0.090
H 5.20943 2.73778 1.00331 -0.01 -0.05 -0.01 0.092
H 8.25369 -0.48689 -0.18117 -0.08 0.09 0.03 0.088
H 7.77214 -2.13220 0.32339 -0.05 0.02 0.07 0.096
H 8.52335 -1.86325 -1.24462 -0.02 -0.01 -0.05 0.092
C -4.62795 4.48623 -0.97987 0.08 0.01 0.05 -0.102
C -4.43408 3.95394 0.43640 -0.03 -0.06 -0.07 -0.267
C -5.74571 3.67789 1.17013 0.02 -0.03 0.04 -0.230
C -6.63090 4.90582 1.38798 -0.01 0.01 -0.02 -0.228
C -5.96405 6.04746 2.15375 -0.03 -0.02 0.07 -0.269
C -5.54377 5.66699 3.57041 0.03 0.05 -0.05 -0.112
H -5.14744 5.44513 -0.98242 -0.02 0.00 -0.01 0.067
H -3.66776 4.63486 -1.47548 0.00 -0.01 -0.01 0.071
H -5.20968 3.78562 -1.58273 -0.03 0.02 0.00 0.076
H -3.81937 4.65250 1.01069 -0.01 -0.01 0.02 0.103
H -3.86492 3.02075 0.38892 0.03 0.02 0.00 0.075
H -5.52197 3.21355 2.13542 -0.01 0.01 0.00 0.098
H -6.31762 2.93404 0.60534 0.01 0.00 -0.01 0.109
H -7.52950 4.59359 1.92911 0.00 0.01 0.01 0.110
H -6.97922 5.28158 0.42231 0.01 -0.01 -0.01 0.102
H -6.66502 6.88424 2.20399 0.01 0.02 -0.01 0.105
H -5.09492 6.41363 1.60060 -0.01 0.00 -0.02 0.098
H -6.40330 5.32978 4.15341 0.00 -0.03 0.00 0.075
H -5.10377 6.51988 4.08835 -0.01 0.00 0.02 0.069
H -4.80154 4.86710 3.57102 -0.01 -0.01 0.01 0.063
```
Positions in Å, forces in eV/Å.


2 unconnected molecules or ions with the total composition C30H49Cl2FN2O3. Source: the Open Molecules 2025 dataset; level of theory: ωB97M-V with the def2-TZVPD basis set.

Output
Gap between HOMO and LUMO in eV: 8.78
ΔE to the lowest compared entry with this formula, charge and spin in kcal/mol: 0.0
2S+1: 1
HOMO energy in eV: -9.1

```
87
Properties=species:S:1:pos:R:3:forces:R:3:lowdin_charge:R:1
C 6.99267 -2.58157 2.65854 -0.50 -0.37 -1.52 -0.117
C 6.26302 -2.45040 1.24317 0.07 0.20 0.76 -0.278
C 6.56306 -1.09404 0.51847 -0.40 0.04 -0.95 -0.223
C 5.64406 -0.90944 -0.77648 0.59 -0.54 0.43 -0.208
C 5.83403 -2.19393 -1.66836 -0.23 0.63 -1.18 -0.226
C 5.21899 -2.00851 -3.11113 0.35 1.20 0.25 -0.220
C 3.66765 -1.75519 -3.10833 0.17 -1.24 -0.39 -0.218
C 2.84419 -2.85817 -2.30016 0.21 0.14 -1.75 -0.190
C 1.38184 -2.86266 -2.91148 -0.05 0.81 0.94 -0.204
C 0.22580 -3.07403 -1.84942 -0.15 -0.61 -1.23 -0.178
C -1.03432 -2.25414 -2.32899 -0.81 -0.51 0.61 -0.139
C -2.02892 -1.84684 -1.20009 -1.91 0.21 0.84 -0.059
C -1.69054 -1.11716 0.03066 -1.03 -0.45 0.09 -0.050
C -0.22629 -0.69879 0.35481 -0.44 0.50 0.41 -0.138
C 0.48172 0.16172 -0.76066 0.58 -0.13 0.80 -0.130
C 1.89552 0.57029 -0.18095 -1.46 -0.77 0.15 -0.166
F 1.64829 1.52403 0.84684 0.62 -0.38 -0.90 -0.087
C -2.75246 -0.75560 0.99773 -0.98 -0.89 -1.51 -0.177
O -2.45975 -0.02646 2.15508 -0.40 0.00 -1.26 -0.078
C -2.93982 1.33195 2.05825 -0.20 1.87 -0.13 -0.143
C -1.99572 2.30474 1.24070 0.23 0.18 -0.37 -0.266
C -2.41437 2.38019 -0.28826 -0.15 -0.62 0.05 -0.078
C -1.88903 3.76229 1.91578 1.16 0.68 -0.76 -0.339
C -2.28892 4.91263 0.89249 -0.31 -0.06 0.74 -0.111
C -0.35710 4.05184 2.26241 -0.26 -0.70 -0.94 -0.080
C -4.16572 -1.10692 0.77805 1.18 -0.66 -1.76 0.079
C -4.50285 -1.83177 -0.42758 2.20 0.82 0.19 -0.037
C -3.43530 -2.18868 -1.38625 -0.49 0.89 1.09 0.000
C -4.16216 -2.91573 -2.55215 0.29 0.04 1.24 -0.341
O -3.84765 -3.13858 -3.68661 0.32 -0.02 0.61 0.132
N -5.45012 -3.27826 -2.01448 -0.89 1.05 -0.43 -0.109
N -5.61913 -4.63592 -1.63037 -0.36 0.15 0.37 0.096
C -5.86208 -2.32489 -1.00110 2.26 -0.01 -0.01 -0.349
O -6.99366 -2.02228 -0.76516 0.43 -0.29 0.36 0.141
H 6.46843 -1.97853 3.43595 0.66 -0.47 -0.50 0.069
H 8.05188 -2.25810 2.47970 -0.89 -0.24 0.59 0.073
H 6.97432 -3.68153 2.89600 0.12 1.20 0.23 0.069
H 5.14445 -2.52409 1.35245 0.96 -0.06 0.07 0.109
H 6.58578 -3.35690 0.66348 -0.27 1.10 0.19 0.099
H 7.61850 -1.07921 0.12070 -0.86 0.00 0.65 0.111
H 6.42458 -0.20572 1.19772 0.18 -0.98 -0.46 0.113
H 4.57082 -0.72034 -0.50543 0.88 -0.37 -0.12 0.081
H 5.98530 0.00448 -1.34330 -0.27 -0.92 0.46 0.116
H 5.37899 -3.11973 -1.23620 0.57 0.84 -0.04 0.097
H 6.94817 -2.31565 -1.80242 -1.08 -0.22 0.28 0.119
H 5.53072 -2.82811 -3.81970 -0.56 0.55 0.88 0.112
H 5.69384 -1.07067 -3.53105 -0.40 -0.92 0.26 0.107
H 3.32389 -1.87607 -4.17751 0.30 0.35 1.00 0.111
H 3.41540 -0.70984 -2.79779 0.18 -0.86 -0.07 0.098
H 3.33708 -3.83500 -2.57433 -0.43 0.81 0.71 0.116
H 2.87332 -2.69675 -1.19530 -0.12 -0.16 -0.86 0.100
H 1.26575 -3.58649 -3.76611 0.27 0.65 0.90 0.124
H 1.23048 -1.83257 -3.35233 0.11 -1.03 0.34 0.089
H 0.53024 -2.89107 -0.79346 -0.11 0.15 -1.00 0.086
H -0.05323 -4.16626 -1.90659 0.15 1.06 0.34 0.120
H -1.60414 -2.92627 -3.03052 0.53 0.89 0.62 0.111
H -0.79472 -1.33124 -2.91520 0.10 -0.76 0.54 0.118
H -0.28576 -0.03886 1.26582 0.09 -0.73 -0.90 0.108
H 0.41292 -1.56871 0.68149 -0.72 0.72 -0.53 0.118
H -0.17494 1.05945 -0.93144 0.92 -0.75 -0.10 0.106
H 0.66044 -0.38562 -1.71768 -0.29 0.40 0.78 0.088
H 2.30386 -0.34098 0.34315 -0.05 0.96 -0.63 0.113
H 2.60020 0.94438 -0.96446 -0.57 0.05 0.90 0.115
H -3.07072 1.78570 3.08105 0.37 -1.03 -0.74 0.125
H -3.96018 1.39892 1.58021 0.87 -0.45 0.43 0.126
H -0.93262 1.92732 1.22902 -1.19 0.03 0.31 0.103
H -2.51238 1.35538 -0.74986 0.17 0.87 0.66 0.073
H -3.42484 2.85556 -0.43215 1.12 -0.26 0.13 0.085
H -1.61846 2.89970 -0.88363 -0.90 -0.21 0.49 0.080
H -2.45657 3.83588 2.87634 0.07 -0.08 -0.95 0.097
H -2.22189 5.90702 1.40510 0.01 -0.80 -0.36 0.066
H -1.56493 4.94409 0.03355 -0.80 -0.10 0.77 0.084
H -3.34386 4.80279 0.52262 1.03 0.11 0.20 0.073
H 0.00266 3.46031 3.14095 -0.31 0.63 -0.62 0.085
H -0.13396 5.14278 2.35699 -0.31 -0.88 0.27 0.076
H 0.22136 3.68722 1.36325 -0.34 0.43 0.94 0.072
H -4.97662 -0.83713 1.48601 0.89 -0.10 -0.43 0.132
H -6.62962 -4.72369 -1.46579 0.53 -0.27 -0.17 0.098
H -5.15105 -4.72744 -0.71638 -0.28 -0.27 -0.25 0.093
Cl -5.57990 4.03183 3.31017 0.02 -0.07 0.01 0.549
C -5.85239 5.77475 3.55823 -0.08 0.19 -0.02 -0.654
C -4.55731 6.55225 3.60405 -0.07 0.12 -0.11 -0.659
Cl -3.60161 6.18367 5.06172 0.04 -0.05 -0.03 0.542
H -6.42798 5.89921 4.47475 0.12 -0.07 -0.02 0.069
H -6.46183 6.12176 2.72331 0.10 -0.01 0.00 0.073
H -4.76975 7.62170 3.62700 -0.06 -0.07 0.04 0.075
H -3.93699 6.34667 2.73284 -0.05 -0.09 0.10 0.036
```
Positions in Å, forces in eV/Å.